# 1
Below is an isolated ion of composition C10H19N2O2 and charge +1 at a distorted geometry, with properties calculated with the ωB97M-V functional and the def2-TZVPD basis.

Properties
structure (SMILES): C=CO/C=[NH+]\N(C=C)[C@H](CC)[C@@H](C)O
LUMO: -3.95 eV
charge: +1
maximum force: 0.067 hartree/bohr
spin multiplicity: 1

Atoms and positions in Å:
C: 1.358818 1.366128 -1.980484
C: 4.238476 -1.033849 0.336620
C: 0.428657 0.575469 -1.445678
C: 3.082092 -0.394238 0.248196
C: 1.920169 1.639307 0.983697
C: -0.298012 -2.620003 -0.051935
C: -3.546985 0.327022 0.779247
C: -1.340216 -1.570862 -0.355324
C: -1.095459 -0.153486 0.322207
C: -2.270742 0.839322 0.105234
N: 0.639170 1.328541 0.819905
N: 0.172459 0.297815 -0.126403
O: 2.910386 0.852282 0.885765
O: -1.888063 2.033148 0.659115
H: 1.384420 1.344866 -3.024625
H: 2.056444 2.043868 -1.603070
H: 4.338423 -1.816285 -0.387488
H: 5.127993 -0.699563 0.742017
H: -0.476011 0.369375 -2.098996
H: 2.309276 -0.533637 -0.570905
H: 2.217848 2.452622 1.619300
H: 0.664758 -2.220604 0.062217
H: -0.502977 -3.132747 0.885564
H: -0.232429 -3.479717 -0.701974
H: -3.564701 0.666835 1.806083
H: -4.451591 0.648005 0.304691
H: -3.532742 -0.776227 0.735379
H: -1.344865 -1.253418 -1.426838
H: -2.307355 -2.019397 -0.196501
H: -0.934358 -0.363480 1.398699
H: -2.529099 1.116124 -0.967363
H: -0.164973 1.962446 0.734275
H: -2.368799 2.204343 1.509360

Force components x, y, z for each atom (eV/Å):
C -0.99 -1.10 -0.12
C -1.97 0.29 -1.63
C -1.78 1.48 -1.40
C -0.86 0.05 -2.13
C -1.76 -1.79 1.39
C -0.66 -0.80 0.81
C 0.71 -1.10 -0.44
C 0.29 1.40 -1.50
C -1.80 -2.81 0.28
C -1.17 -1.41 -1.04
N 0.87 -0.35 -2.53
N 2.15 0.93 1.70
O 1.41 -0.09 0.00
O 0.22 2.79 2.00
H -0.23 0.24 -1.53
H 1.17 0.49 1.32
H -0.06 -0.66 0.03
H 1.31 0.64 1.53
H 1.66 -0.61 0.59
H 1.08 -0.40 1.56
H -0.52 1.00 -0.26
H 1.46 0.64 -0.05
H -0.23 0.31 0.45
H -0.21 0.18 -0.87
H -0.02 -0.17 0.45
H -0.39 0.37 -0.34
H -0.28 0.57 0.36
H -0.01 -0.93 0.46
H -0.44 0.38 0.34
H -0.52 0.42 -0.29
H 0.75 -0.98 0.84
H 0.20 1.21 1.15
H 0.65 -0.18 -1.13

# 2
Below is C4H3NO2 as an isolated structure at a distorted geometry, with properties calculated with the ωB97M-V functional and the def2-TZVPD basis.

Properties
LUMO: 0.22 eV
maximum force: 0.065 hartree/bohr
spin multiplicity: 1

Atoms and positions in Å:
C: -0.671834 -0.425982 1.048336
C: 0.106678 -1.393611 1.368158
C: 0.652827 -1.045421 -0.244365
C: -0.950101 0.895763 0.340321
N: 0.987652 0.173915 -0.659170
O: 0.970920 -2.058388 -0.764896
O: 0.291528 1.258555 -0.205385
H: -1.652790 0.516293 -0.486799
H: -1.439389 1.683452 0.953653
H: 1.704510 0.395424 -1.349853

Force components x, y, z for each atom (eV/Å):
C 1.52 -0.27 0.08
C -1.50 2.36 -0.28
C 0.44 -1.66 1.14
C -1.71 -2.79 -0.58
N -0.07 0.54 -0.34
O 0.27 -0.77 -1.22
O 0.11 2.10 0.69
H 0.69 1.21 0.75
H 0.85 -0.46 -0.54
H -0.61 -0.27 0.31

| no. | orbital gap (eV) |
| --- | --- |
| 1 | 8.5 |
| 2 | 10.0 |